1.
Computed, not measured: a structure of composition C14H24BrCrN5O6, with ωB97M-V with the def2-TZVPD basis set.

Each line ends with the Mulliken charge.
Geometry (Å):
Br1 0.52903 -4.36504 3.05177  -0.149
Cr1 0.16598 0.56822 -0.46501  -0.178
O1 2.49582 0.00697 1.52422  -0.739
O2 -2.29280 1.61044 0.85363  -0.636
O3 -2.14340 -0.14656 -2.25702  -0.886
O4 0.18990 4.01313 -0.10612  -0.592
O5 2.56578 -1.36433 -0.52081  -0.654
O6 -1.25089 2.10822 -1.49315  -0.728
N1 -0.79245 -1.26237 0.68265  0.561
N2 -1.05091 1.45052 0.95203  1.144
N3 1.36181 0.60660 1.25806  1.238
N4 -0.90291 -0.36468 -1.97881  1.255
N5 1.41376 -0.96805 -1.08111  0.721
C1 1.01878 -1.68369 -2.14868  0.454
C2 -2.09973 -1.49074 0.55367  -0.093
C3 -1.02246 3.03307 2.82194  -1.533
C4 -0.37759 1.96823 2.02048  0.019
C5 1.83017 1.73399 3.35465  -1.508
C6 -0.81788 -1.90594 -3.91074  -1.738
C7 -0.03148 -2.09073 1.40894  0.014
C8 -2.71693 -2.61018 1.11315  -1.140
C9 0.92363 1.45631 2.21688  0.210
C10 -0.58481 -3.22390 2.02189  -0.636
C11 1.43919 2.09484 -1.18770  -1.036
C12 -1.94466 -3.49510 1.86584  0.046
C13 -0.22948 -1.29329 -2.69467  0.180
C14 1.80395 -2.83467 -2.67170  -1.642
H1 2.63191 -3.06956 -1.99991  0.421
H2 2.42771 1.62276 -1.32865  0.323
H3 -1.58205 -1.25547 -4.34208  0.414
H4 -0.49234 3.15347 3.76744  0.439
H5 2.21380 -2.61100 -3.66465  0.371
H6 1.07463 2.40689 -2.16998  0.363
H7 -2.06930 2.77491 3.01033  0.341
H8 -1.99044 1.46019 -1.67688  0.367
H9 -3.77835 -2.74085 0.92771  0.434
H10 -1.26784 -2.88022 -3.68078  0.321
H11 -0.03663 -2.07929 -4.65835  0.436
H12 -2.67544 -0.77063 -0.02234  0.408
H13 -0.49596 3.59107 -0.66817  0.343
H14 1.16372 -3.71941 -2.77227  0.354
H15 -0.98399 3.98649 2.27581  0.258
H16 1.01997 -1.85541 1.53051  0.455
H17 1.35562 2.42276 4.05782  0.441
H18 -2.36796 -4.37819 2.32874  0.477
H19 2.60847 -0.77122 0.39982  0.334
H20 2.76352 2.18428 2.99053  0.316
H21 -0.92116 2.32697 -2.39181  0.309
H22 0.31905 4.91342 -0.44619  0.269
H23 2.08321 0.79989 3.87287  0.325
H24 1.52042 2.93690 -0.52378  0.529

expectation value of S²: 4.213
Kohn-Sham gap (alpha / beta): 5.91 / 6.18 eV
spin multiplicity: 4
ΔE to the lowest compared entry with this formula, charge and spin: 0.00 kJ/mol
HOMO energy (alpha / beta): -11.217 / -11.475 eV
total energy: -133093.356 eV
net charge: +1

2.
Computed, not measured: a structure of composition C14H24BrNO4Si2, with ωB97M-V with the def2-TZVPD basis set.

Each line ends with the Mulliken charge.
Geometry (Å):
Br1 4.50073 -2.57376 -1.60362  -0.171
Si1 0.74689 -3.64096 0.94709  0.409
Si2 -0.81017 -1.19969 0.56922  0.286
O1 -0.54884 0.40256 -7.78533  -0.582
O2 1.52509 1.03199 -8.12611  -0.581
O3 0.81078 -1.88493 0.75720  -0.124
O4 3.83752 -2.24784 1.18941  -0.479
N1 0.63716 0.50741 -7.43876  0.963
C1 -2.14675 1.24418 1.70569  -0.599
C2 -0.98060 0.12878 1.99862  -0.554
C3 2.34109 0.08419 -5.68556  -0.328
C4 -1.19307 3.42803 4.96969  -0.542
C5 -2.49016 1.94844 3.18213  -0.482
C6 2.45285 -4.30190 0.23392  -0.533
C7 3.54796 -3.04396 0.13479  0.462
C8 0.05183 -0.66622 -5.33236  -0.330
C9 1.01618 -0.03102 -6.12692  -0.042
C10 1.74441 -1.09126 -3.65735  0.127
C11 -1.57281 3.31419 3.35871  -0.471
C12 -2.55147 3.48110 5.90089  -0.854
C13 2.70040 -0.44890 -4.44606  -0.305
C14 0.42368 -1.19785 -4.09604  -0.484
H1 2.20717 -4.56833 -0.90298  0.282
H2 -2.27862 3.66718 7.03750  0.309
H3 2.86358 -5.21994 0.83377  0.357
H4 -1.13726 -0.47868 3.01147  0.310
H5 -1.73496 2.09965 1.02158  0.314
H6 0.09826 0.63093 2.06822  0.236
H7 -1.88095 -2.19104 0.57559  -0.126
H8 -0.59150 4.42461 5.15462  0.290
H9 2.03081 -1.51231 -2.69512  -0.003
H10 -0.39996 -4.20627 0.19435  -0.108
H11 3.72704 -0.36725 -4.09592  0.333
H12 -0.31601 -1.69861 -3.47502  0.369
H13 -2.12514 1.18509 4.01837  0.256
H14 -0.79018 -0.44948 -0.70627  -0.147
H15 -3.12260 0.77510 1.22266  0.320
H16 3.09857 0.57897 -6.28985  0.422
H17 0.61523 -4.09378 2.32493  -0.139
H18 -3.18377 4.40616 5.49611  0.229
H19 -3.19644 2.49954 5.87218  0.235
H20 -3.63765 2.11753 3.34204  0.253
H21 -0.60030 3.13298 2.69637  0.267
H22 -0.56231 2.50841 5.32627  0.273
H23 -2.14428 4.27451 2.97988  0.258
H24 -0.98145 -0.75755 -5.65999  0.419

Kohn-Sham gap: 9.49 eV
HOMO energy: -10.101 eV
total energy: -110379.689 eV

3.
Computed, not measured: a structure of composition C14H24CoN4O5, with ωB97M-V with the def2-TZVPD basis set.

Each line ends with the Mulliken charge.
Geometry (Å):
Co1 0.37750 -0.42995 -0.28657  -0.316
O1 2.93444 -2.16992 -0.82240  -0.497
O2 -0.49943 -2.48024 0.38481  -0.655
O3 -2.40251 3.15265 -1.44386  -0.655
O4 -1.84181 -0.26120 -2.33295  -0.676
O5 -0.05582 4.29804 1.23506  -1.022
N1 1.64049 -1.70892 -1.23304  0.243
N2 1.43001 -0.56564 1.39341  -0.204
N3 -0.58056 -0.77395 -1.95238  0.964
N4 -1.03817 0.47163 0.83083  0.426
C1 1.34488 0.38423 3.68007  -0.538
C2 -0.49041 0.75045 2.09219  -0.365
C3 -0.63476 -1.96963 -4.14764  -1.557
C4 1.52407 1.07916 -0.78540  -1.365
C5 1.23200 -2.12245 -2.45867  0.414
C6 2.03726 -3.04760 -3.28949  -1.557
C7 0.77746 0.22565 2.42886  0.509
C8 -3.07413 1.53082 1.62534  -1.176
C9 -1.22508 1.42012 3.11421  0.692
C10 0.62253 1.07722 4.66926  -0.730
C11 -2.32257 0.84416 0.64941  -0.175
C12 -0.62986 1.57723 4.40542  -0.955
C13 -2.53388 1.83341 2.84361  -0.586
C14 0.00766 -1.60571 -2.85181  0.502
H1 -1.94023 0.56642 -1.81101  0.218
H2 2.80440 -3.65053 -2.77537  0.414
H3 1.36870 -3.77449 -3.79797  0.383
H4 2.31562 -0.03092 3.89703  0.449
H5 0.41340 -2.30977 0.05057  0.465
H6 -1.08781 -2.98570 -4.09870  0.331
H7 -1.41978 -1.29141 -4.52029  0.389
H8 -2.10386 3.70191 -0.76717  0.358
H9 -2.88613 0.57293 -0.24123  0.702
H10 0.70296 3.82500 0.83345  0.102
H11 0.13283 -2.01968 -4.94734  0.402
H12 -1.04896 -1.70247 0.21794  0.431
H13 2.45212 0.71928 -0.31330  0.235
H14 2.41387 -0.26452 1.39742  0.495
H15 1.65836 2.16121 -0.91669  0.393
H16 1.52228 -1.51633 1.76512  0.506
H17 -3.09424 2.34497 3.60329  0.433
H18 2.55738 -2.49789 -4.10684  0.318
H19 -1.21078 2.09369 5.16371  0.379
H20 3.09940 -1.71146 0.03380  0.389
H21 1.46845 0.68729 -1.81243  0.319
H22 1.05191 1.20159 5.65096  0.384
H23 -4.08951 1.79555 1.39995  0.452
H24 -1.67968 2.57576 -1.65319  0.333

expectation value of S²: 3.817
Kohn-Sham gap (alpha / beta): 3.23 / 3.48 eV
spin multiplicity: 4
HOMO energy (alpha / beta): -5.172 / -5.200 eV
total energy: -68723.311 eV

4.
Computed, not measured: a structure of composition C14H24F10GaO6S3, with ωB97M-V with the def2-TZVPD basis set.

Each line ends with the Mulliken charge.
Geometry (Å):
Ga1 0.03179 0.12202 -3.32036  0.316
S1 1.88308 3.62496 2.05224  0.474
S2 -2.30232 0.33419 -3.29716  0.892
S3 3.36435 -3.29144 4.18046  0.521
F1 -5.42877 0.52567 -3.14502  -0.283
F2 -6.28183 0.78206 -0.33169  -0.226
F3 -4.55876 -1.27910 -0.34009  -0.339
F4 -0.84981 2.49496 -1.41834  -0.250
F5 -2.17938 -0.50082 -0.84648  -0.272
F6 -7.61220 0.69893 -1.96908  -0.286
F7 -6.15462 -1.46800 -2.96533  -0.315
F8 -3.97349 -2.11169 -2.18933  -0.287
F9 -7.37149 -1.00872 -0.77543  -0.267
F10 -3.55793 1.13561 -1.04328  -0.294
O1 2.74102 -1.94515 4.22455  -0.589
O2 -2.63449 1.71036 -3.63613  -0.674
O3 3.36222 -2.24976 0.64152  -0.558
O4 -2.90528 -0.53686 -4.29941  -0.680
O5 3.00578 -2.22887 -1.48971  -0.379
O6 1.18980 2.48698 1.40403  -0.501
C1 -4.29907 -0.97176 -1.62877  0.669
C2 1.01377 1.86600 -2.84754  -0.652
C3 0.52512 2.50723 -1.55906  0.282
C4 2.94354 -4.11603 5.72787  -0.938
C5 2.34079 -4.32432 3.12662  -0.739
C6 -5.61717 -0.44972 -2.28651  0.683
C7 -3.12271 0.03454 -1.63134  0.394
C8 -6.71590 -0.00036 -1.27634  0.625
C9 3.02360 -0.09517 -0.15045  -0.704
C10 3.14219 -1.59486 -0.31343  0.430
C11 2.25189 -1.52453 -2.50429  -0.787
C12 0.73628 -1.47802 -2.23736  -0.547
C13 0.87951 5.09015 1.76129  -0.997
C14 1.55187 3.51427 3.81787  -1.017
H1 1.86557 -4.07371 5.88806  0.289
H2 0.91100 5.31556 0.69688  0.290
H3 2.02848 0.12919 0.23569  0.139
H4 3.21889 0.47699 -1.05651  0.284
H5 1.29014 5.92928 2.32442  0.414
H6 3.28037 -5.15269 5.69055  0.345
H7 2.63506 -0.52298 -2.71489  0.219
H8 3.45327 -3.59754 6.53815  0.312
H9 0.47825 3.42479 3.98593  0.303
H10 2.42648 -3.94888 2.10745  0.194
H11 1.30178 -4.26902 3.45413  0.287
H12 1.94194 4.40214 4.31725  0.395
H13 2.08999 1.67802 -2.81687  0.403
H14 3.73543 0.23823 0.60153  0.436
H15 0.82923 3.56679 -1.56021  0.136
H16 2.69879 -5.35395 3.16984  0.337
H17 1.03073 2.04029 -0.72161  -0.378
H18 0.50050 -1.42730 -1.17142  0.442
H19 0.32204 -2.38480 -2.68489  0.432
H20 -0.15045 4.89760 2.06268  0.303
H21 2.38549 -2.08792 -3.42767  0.345
H22 2.05624 2.62917 4.20148  0.323
H23 0.82850 2.52277 -3.70464  0.421
H24 0.42088 -0.18476 -4.84988  -0.377

Kohn-Sham gap: 7.95 eV
HOMO energy: -5.772 eV
total energy: -139247.875 eV
net charge: -1